# 1
ORCA calculation (ωB97M-V/def2-TZVPD) on C5H13NO in the gas phase.

The calculation puts the calculated total energy at -8932.2958 eV. The value obtained for the max |F| is 0.03281 Eh/bohr. The energy above the lowest of the compared OMol25 structures with the same formula, charge and spin comes out at 39.55 kcal/mol. Its SMILES is CNCCCCO.

```
! RIJCOSX wB97M-V def2-TZVPD def2/J DEFGRID3
* xyz 0 1
C -1.972 -1.739 -1.379
N -0.529 -1.618 -1.361
C -0.110 -0.208 -1.570
C -0.395 0.718 -0.364
C 0.292 0.160 0.904
C 1.501 1.004 1.330
O 1.227 1.832 2.442
H -2.305 -2.771 -1.257
H -2.322 -1.196 -0.486
H -2.598 -1.390 -2.213
H 0.032 -2.277 -1.876
H -0.608 0.088 -2.507
H 0.959 -0.299 -1.809
H -1.481 0.776 -0.205
H -0.033 1.708 -0.668
H -0.486 0.095 1.671
H 0.556 -0.876 0.641
H 1.922 1.595 0.499
H 2.255 0.277 1.661
H 1.793 1.642 3.168
*
```



# 2
ORCA calculation (ωB97M-V/def2-TZVPD) on 3 unconnected molecules or ions with the total composition C3H15N2O3.

The calculation puts the calculated total energy at -12470.2968 eV. The value obtained for the max |F| is 0.06129 Eh/bohr. The energy above the lowest of the compared OMol25 structures with the same formula, charge and spin comes out at 35.49 kcal/mol.

```
! RIJCOSX wB97M-V def2-TZVPD def2/J DEFGRID3
* xyz 1 1
N 1.002 -0.335 0.433
C 0.363 0.559 1.332
C -0.456 -0.281 2.271
O 0.304 -1.333 2.873
C -0.627 1.481 0.430
N 0.246 2.009 -0.748
H 1.624 -1.078 0.809
H 0.272 -0.844 -0.271
H 1.396 0.366 -0.217
H 1.093 1.171 1.899
H -0.975 0.310 3.016
H -1.202 -0.755 1.610
H -0.413 -1.954 3.027
H -1.235 2.178 1.019
H -1.290 0.791 -0.079
H 0.771 2.940 -0.536
H -0.167 1.966 -1.682
H -0.341 -0.851 -4.323
H -0.094 0.566 -4.516
O 0.022 -0.144 -3.848
H -0.601 -1.239 -2.248
H -1.406 -1.959 -1.187
O -0.557 -1.508 -1.315
*
```



# 3
ORCA calculation (ωB97M-V/def2-TZVPD) on 11 unconnected molecules or ions with the total composition C4H27NO12S.

The calculation puts the calculated total energy at -41481.3316 eV. The value obtained for the max |F| is 0.04438 Eh/bohr. The energy above the lowest of the compared OMol25 structures with the same formula, charge and spin comes out at 1.08 kcal/mol. Its SMILES is O=CN[C@H](C=O)CS.O.O.O.O.O.O.O.O.O.O.

```
! RIJCOSX wB97M-V def2-TZVPD def2/J DEFGRID3
* xyz 0 1
O 1.367 -0.407 -0.433
C 0.998 0.160 0.592
N -0.253 0.516 0.907
C -1.438 0.125 0.097
C -2.247 1.415 0.006
O -2.472 2.122 0.950
C -2.216 -0.968 0.810
S -1.274 -2.542 0.715
H 1.714 0.462 1.360
H -0.508 0.513 1.892
H -1.049 -0.168 -0.878
H -2.779 1.543 -0.954
H -3.122 -1.144 0.226
H -2.458 -0.717 1.834
H -1.610 -3.144 1.866
O -0.181 0.748 -3.138
H 0.429 0.187 -2.656
H 0.314 1.375 -3.664
O 0.647 -4.689 -1.018
H 0.961 -4.068 -0.363
H 0.572 -4.197 -1.859
O 1.518 3.785 0.514
H 1.619 4.730 0.633
H 0.819 3.484 1.100
O -1.041 4.388 1.919
H -1.679 4.537 1.216
H -1.294 3.552 2.320
O -2.844 -1.554 -3.394
H -2.200 -1.135 -3.979
H -2.245 -1.908 -2.724
O -0.186 3.053 -1.606
H 0.534 3.684 -1.627
H -0.238 2.647 -0.751
O 3.629 -1.736 -0.937
H 3.265 -2.615 -0.821
H 3.223 -1.078 -0.365
O 0.278 0.045 3.762
H 0.230 -0.306 4.657
H 1.136 -0.308 3.448
O 2.519 -1.207 2.819
H 3.293 -1.010 2.284
H 2.063 -1.977 2.467
O 0.637 -2.397 -2.261
H 0.857 -1.592 -1.766
H 0.711 -2.204 -3.198
*
```



# 4
ORCA calculation (ωB97M-V/def2-TZVPD) on 2 unconnected molecules or ions with the total composition C20H27OSi.

The calculation puts the calculated total energy at -31097.3746 eV. The value obtained for the max |F| is 0.02563 Eh/bohr. The energy above the lowest of the compared OMol25 structures with the same formula, charge and spin comes out at 0.32 kcal/mol.

```
! RIJCOSX wB97M-V def2-TZVPD def2/J DEFGRID3
* xyz 1 1
C 2.560 -0.921 1.689
C 2.030 -0.989 0.291
C 2.842 -0.800 -0.781
O 0.700 -1.199 0.164
Si -0.142 -2.521 -0.490
C -1.329 -3.031 0.857
C -1.063 -1.877 -1.974
C 0.965 -3.955 -0.926
H 3.650 -0.820 1.662
H 2.144 -0.048 2.212
H 2.299 -1.827 2.254
H 2.462 -0.684 -1.791
H 3.897 -0.903 -0.571
H -1.918 -3.899 0.523
H -0.804 -3.316 1.778
H -2.026 -2.218 1.099
H -1.627 -2.699 -2.442
H -1.776 -1.095 -1.678
H -0.383 -1.458 -2.727
H 0.325 -4.772 -1.293
H 1.685 -3.706 -1.717
H 1.517 -4.331 -0.053
C 8.395 -0.461 2.242
C 7.560 -0.067 1.067
C 6.661 1.005 1.182
C 5.796 1.310 0.150
C 5.805 0.543 -1.062
C 4.731 0.722 -1.974
C 4.613 0.237 -3.312
C 3.907 1.054 -4.250
C 3.709 0.624 -5.552
C 4.200 -0.627 -5.965
C 4.877 -1.448 -5.055
C 5.070 -1.041 -3.741
C 6.859 -0.410 -1.228
C 7.675 -0.736 -0.155
H 8.909 -1.410 2.067
H 9.165 0.294 2.448
H 7.787 -0.539 3.154
H 6.637 1.582 2.106
H 5.085 2.137 0.240
H 3.946 1.418 -1.652
H 3.551 2.030 -3.913
H 3.173 1.268 -6.252
H 4.049 -0.958 -6.992
H 5.257 -2.423 -5.368
H 5.539 -1.718 -3.029
H 7.019 -0.891 -2.192
H 8.415 -1.532 -0.266
*
```



# 5
ORCA calculation (ωB97M-V/def2-TZVPD) on 8 unconnected molecules or ions with the total composition H16O8.

The calculation puts the calculated total energy at -16640.1352 eV. The value obtained for the max |F| is 0.02061 Eh/bohr. The energy above the lowest of the compared OMol25 structures with the same formula, charge and spin comes out at 43.25 kcal/mol. Its SMILES is O.O.O.O.O.O.O.O.

```
! RIJCOSX wB97M-V def2-TZVPD def2/J DEFGRID3
* xyz 0 1
O -1.327 0.736 2.410
H -1.151 0.466 1.508
H -2.078 1.325 2.341
O -0.527 1.572 -3.663
H -1.406 1.362 -3.350
H -0.321 2.413 -3.255
O 2.605 0.689 0.618
H 2.403 0.679 1.554
H 3.554 0.572 0.576
O 1.366 0.324 2.888
H 0.488 0.676 2.741
H 1.695 0.809 3.645
O -0.004 0.056 -0.098
H -0.125 0.353 -1.000
H 0.874 0.353 0.137
O 0.493 -1.895 -3.467
H -0.358 -1.717 -3.068
H 0.286 -2.347 -4.284
O 1.236 -2.276 1.315
H 0.753 -2.021 0.529
H 1.300 -1.471 1.829
O -3.394 0.074 -0.183
H -2.747 -0.580 -0.444
H -3.614 -0.154 0.721
*
```



# 6
ORCA calculation (ωB97M-V/def2-TZVPD) on a gas-phase ion, C8H9N2 (charge +1).

The calculation puts the calculated total energy at -11412.8585 eV. The value obtained for the max |F| is 0.10405 Eh/bohr. The energy above the lowest of the compared OMol25 structures with the same formula, charge and spin comes out at 22.28 kcal/mol. Its SMILES is C1=NCCc2cccc[n+]21.

```
! RIJCOSX wB97M-V def2-TZVPD def2/J DEFGRID3
* xyz 1 1
C -0.558 1.130 -1.713
N 0.441 1.851 -1.917
C 1.666 1.386 -1.200
C 1.686 0.074 0.091
C 0.247 -0.136 0.341
C -0.154 -0.906 1.403
C -1.427 -1.410 1.578
C -2.301 -1.171 0.555
C -1.908 -0.346 -0.456
N -0.698 0.176 -0.599
H -1.492 1.425 -2.181
H 2.121 2.222 -0.614
H 2.259 1.269 -2.079
H 2.128 -0.654 -0.635
H 2.495 0.089 0.855
H 0.496 -0.897 2.352
H -1.723 -1.814 2.579
H -3.256 -1.519 0.571
H -2.490 -0.130 -1.355
*
```



Q: Look up the calculated total energy of the first one.
A: -8932.2958 eV



Q: Number 4 is which compound?
A: C20H27OSi



Q: What is the formula in the third record?
A: C4H27NO12S



Q: Look up the calculated total energy of the fifth one.
A: -16640.1352 eV